A 3-piece molecular cluster, C4H11NO3 overall at a distorted geometry, computed with ωB97M-V with the def2-TZVPD basis set.

Values from the calculation:
Net charge ... 0
HOMO (spin up / spin down) ... -7.21 / -5.81 eV
Relative energy (zero: lowest compared OMol25 entry of this formula, charge and spin) ... 773.3 kJ/mol
Total energy ... -439.23140 Ha
Kohn-Sham gap (spin up / spin down) ... 0.28223 / 0.23231 hartree

Last column: Löwdin charge in e.
Geometry (Å):
1 C 0.58108 0.40740 0.45248  -0.31
2 C -1.50616 -0.83826 -0.21327  -0.31
3 C 0.73734 -0.87385 0.01820  -0.01
4 C -2.30628 0.39029 -0.52761  -0.10
5 N 2.82842 0.22199 0.58093  -0.06
6 O 3.30212 0.40458 -0.77727  -0.17
7 O 0.53453 1.46793 -0.37816  0.03
8 O -1.95975 -1.57359 0.88249  -0.05
9 H 3.12942 1.34196 -0.92870  0.06
10 H 0.51279 2.28005 0.14209  0.12
11 H -2.23712 -0.96808 1.58110  0.09
12 H 3.19038 -0.71516 0.77862  0.04
13 H 0.31985 0.58948 1.49021  0.14
14 H -1.39296 -1.51706 -1.05316  0.11
15 H 0.69431 -1.65817 0.75989  0.10
16 H 1.13942 -1.10448 -0.95866  0.10
17 H -1.88429 0.91530 -1.38561  0.08
18 H -3.34770 0.14358 -0.78300  0.08
19 H -2.33537 1.08611 0.31943  0.07

Forces on atoms 1 to 3 (eV/Å):
1.5 -0.3 0.3
-0.5 -1.0 -0.5
-1.5 0.4 -0.1